Entry 1:
Here is 2 unconnected molecules or ions with the total composition C5H14N7 from the OMol25 dataset. Energies are from ωB97M-V/def2-TZVPD.

Last columns: bonded neighbours and bond lengths (Å).
Geometry (Å):
1 C 0.64705 -1.16532 -0.94492  N6 1.431, N8 1.260, N9 1.355
2 C -1.90593 2.13703 1.63248  C3 1.330, H13 1.077, H14 1.078
3 C -1.66680 0.98605 1.01125  C2 1.330, C4 1.463, H15 1.080
4 C -0.43725 0.63558 0.29928  C3 1.463, N6 1.318, N7 1.327
5 C 1.79490 1.47319 -0.34908  N7 1.418, N11 1.261, N12 1.355
6 N -0.27274 -0.64180 0.01799  C1 1.431, C4 1.318, H16 1.039
7 N 0.42063 1.59501 -0.02271  C4 1.327, C5 1.418, H17 1.013
8 N 0.68256 -0.56623 -2.05316  C1 1.260, H18 1.012
9 N 1.22668 -2.32354 -0.54716  C1 1.355, H19 1.007, H20 1.007
10 N -2.46782 -2.73834 0.72284  H21 1.015, H22 1.015, H24 1.015
11 N 2.40804 0.46117 0.08598  C5 1.261, H23 1.012
12 N 2.26580 2.56013 -1.00773  C5 1.355, H25 1.006, H26 1.005
13 H -2.84251 2.29862 2.13849  C2 1.077
14 H -1.20255 2.95186 1.69160  C2 1.078
15 H -2.40965 0.20168 1.03000  C3 1.080
16 H -0.98269 -1.32102 0.35593  N6 1.039
17 H 0.09984 2.54345 0.13408  N7 1.013
18 H 1.28285 -0.97041 -2.76022  N8 1.012
19 H 1.29290 -2.52421 0.43726  N9 1.007
20 H 1.96662 -2.69954 -1.11796  N9 1.007
21 H -2.99578 -2.77924 1.58819  N10 1.015
22 H -2.02135 -3.64251 0.61085  N10 1.015
23 H 3.39755 0.42471 -0.12104  N11 1.012
24 H -3.14126 -2.65372 -0.03247  N10 1.015
25 H 3.21758 2.55485 -1.33303  N12 1.006
26 H 1.64333 3.20255 -1.46676  N12 1.005

Values from the calculation:
- gap between HOMO and LUMO (eV) = 8.83
- LUMO level (eV) = -3.88
- calculated total energy (eV) = -15837.335
- charge = +1
- strongest force on any atom (eV/Å) = 0.77

Results of the natural (NBO) charge analysis, in e, for atoms 1 through 6: number 1, C, carries 0.602; number 2, C, carries -0.250; number 3, C, carries -0.288; number 4, C, carries 0.566; number 5, C, carries 0.599; number 6, N, carries -0.569

Entry 2:
Here is 2 unconnected molecules or ions with the total composition C5H14NO from the OMol25 dataset. Energies are from ωB97M-V/def2-TZVPD.

Last columns: bonded neighbours and bond lengths (Å).
Geometry (Å):
1 C 1.70003 1.88645 -0.19147  C2 1.548, H7 1.090, H8 1.088, H9 1.090
2 C 2.59094 0.63083 -0.03110  C1 1.548, C3 1.566, H10 1.086, H11 1.084
3 C 1.99460 -0.67650 -0.65338  C2 1.566, C4 1.498, H12 1.088, H13 1.087
4 C 0.69760 -1.07498 -0.01757  C3 1.498, C5 1.329, H14 1.089
5 C -0.44263 -0.39354 0.02164  C4 1.329, N6 1.467, H15 1.079
6 N -1.69983 -0.97822 0.50138  C5 1.467, H16 1.031, H17 1.004, H18 1.027
7 H 1.06535 2.05374 0.67916  C1 1.090
8 H 2.38919 2.72218 -0.29674  C1 1.088
9 H 1.03574 1.89117 -1.05572  C1 1.090
10 H 3.51408 0.82612 -0.56827  C2 1.086
11 H 2.78067 0.46372 1.02268  C2 1.084
12 H 1.80608 -0.58300 -1.72087  C3 1.088
13 H 2.78963 -1.39572 -0.47585  C3 1.087
14 H 0.61186 -2.05859 0.44249  C4 1.089
15 H -0.55196 0.62954 -0.30323  C5 1.079
16 H -1.49772 -1.98560 0.58728  N6 1.031
17 H -2.05175 -0.64666 1.38107  N6 1.004
18 H -2.41928 -1.06519 -0.22578  N6 1.027
19 H -5.00014 0.06667 1.03528  O21 0.955
20 H -4.93165 -0.23665 -0.45325  O21 0.965
21 O -4.38080 -0.07578 0.32225  H19 0.955, H20 0.965

Values from the calculation:
- gap between HOMO and LUMO (eV) = 10.96
- LUMO level (eV) = -3.32
- calculated total energy (eV) = -8942.391
- charge = +1
- strongest force on any atom (eV/Å) = 2.96

Results of the natural (NBO) charge analysis, in e, for atoms 1 through 6: number 1, C, carries -0.628; number 2, C, carries -0.378; number 3, C, carries -0.455; number 4, C, carries -0.092; number 5, C, carries -0.114; number 6, N, carries -0.672

Entry 3:
Here is a gas-phase ion, C5H14NO (charge +1) from the OMol25 dataset. Energies are from ωB97M-V/def2-TZVPD.

Last columns: bonded neighbours and bond lengths (Å).
Geometry (Å):
1 C 1.36723 -1.18636 -1.54230  C2 1.550, H8 1.068, H9 1.096, H10 1.083
2 C 0.90301 0.27651 -1.75705  C1 1.550, C3 1.601, H11 1.070, H12 1.084
3 C 0.59845 1.03620 -0.38164  C2 1.601, C4 1.574, H13 1.081, H14 1.115
4 C -0.30891 0.19975 0.59582  C3 1.574, N5 1.492, C6 1.509, H15 1.112
5 N -1.69211 0.20138 0.03763  C4 1.492, H16 1.039, H17 1.065, H18 1.085
6 C -0.33554 0.35136 2.09649  C4 1.509, O7 1.407, H19 1.132, H20 1.162
7 O -1.08862 -0.78348 2.45078  C6 1.407, H21 1.051
8 H 0.41737 -1.66957 -1.47194  C1 1.068
9 H 1.95369 -1.31798 -0.62538  C1 1.096
10 H 1.83561 -1.53756 -2.45288  C1 1.083
11 H 1.68804 0.73089 -2.32510  C2 1.070
12 H 0.00125 0.49034 -2.31854  C2 1.084
13 H 1.51864 1.28071 0.13029  C3 1.081
14 H 0.12168 1.96291 -0.77894  C3 1.115
15 H 0.01740 -0.82621 0.31877  C4 1.112
16 H -1.75194 -0.20419 -0.91748  N5 1.039
17 H -2.34894 -0.34485 0.67321  N5 1.065
18 H -2.19903 1.15604 -0.05861  N5 1.085
19 H -0.77523 1.27293 2.58579  C6 1.132
20 H 0.75676 0.18165 2.45458  C6 1.162
21 H -0.67880 -1.27046 3.28651  O7 1.051

Values from the calculation:
- gap between HOMO and LUMO (eV) = 11.45
- LUMO level (eV) = -3.47
- calculated total energy (eV) = -8941.978
- charge = +1
- strongest force on any atom (eV/Å) = 3.95

Results of the natural (NBO) charge analysis, in e, for atoms 1 through 6: number 1, C, carries -0.622; number 2, C, carries -0.395; number 3, C, carries -0.419; number 4, C, carries -0.084; number 5, N, carries -0.701; number 6, C, carries -0.096

Entry 4:
Here is 2 unconnected molecules or ions with the total composition C5H14NO from the OMol25 dataset. Energies are from ωB97M-V/def2-TZVPD.

Last columns: bonded neighbours and bond lengths (Å).
Geometry (Å):
1 C 1.78678 -0.35919 -1.24553  N2 1.503, H4 1.110, H5 1.089, H6 1.094
2 N 0.35440 -0.79724 -1.37181  C1 1.503, C3 1.490, H7 1.027, H8 1.042
3 C 0.26522 -2.27732 -1.22811  N2 1.490, H9 1.117, H10 1.080, H11 1.111
4 H 1.84666 0.72355 -1.48366  C1 1.110
5 H 2.10478 -0.58686 -0.22956  C1 1.089
6 H 2.35871 -0.94504 -1.97119  C1 1.094
7 H 0.05517 -0.54616 -2.32149  N2 1.027
8 H -0.30448 -0.35519 -0.69587  N2 1.042
9 H 0.78348 -2.72610 -2.10941  C3 1.117
10 H -0.77773 -2.55408 -1.18093  C3 1.080
11 H 0.77911 -2.58705 -0.29343  C3 1.111
12 O -1.89988 -0.20585 -0.02203  C13 1.221
13 C -1.79930 0.35241 1.05902  O12 1.221, C14 1.481, H16 1.081
14 C -1.39327 1.75459 1.31173  C13 1.481, C15 1.528, H17 1.099, H18 1.118
15 C 0.08257 1.73786 1.70716  C14 1.528, H19 1.074, H20 1.090, H21 1.085
16 H -1.86571 -0.25100 1.95377  C13 1.081
17 H -1.98359 2.08381 2.17863  C14 1.099
18 H -1.67266 2.43778 0.47237  C14 1.118
19 H 0.12479 1.10595 2.57435  C15 1.074
20 H 0.47240 2.72220 1.96455  C15 1.090
21 H 0.68253 1.27294 0.93141  C15 1.085

Values from the calculation:
- gap between HOMO and LUMO (eV) = 11.16
- LUMO level (eV) = -3.00
- calculated total energy (eV) = -8942.771
- charge = +1
- strongest force on any atom (eV/Å) = 1.70

Results of the natural (NBO) charge analysis, in e, for atoms 1 through 6: number 1, C, carries -0.421; number 2, N, carries -0.514; number 3, C, carries -0.425; number 4, H, carries 0.240; number 5, H, carries 0.231; number 6, H, carries 0.234

no.,HOMO (eV)
1,-12.71
2,-14.28
3,-14.92
4,-14.16